# 1
This record from the OMol25 dataset describes 46 unconnected molecules or ions with the total composition C10H107BNO45P at a distorted geometry. The level of theory is ωB97M-V/def2-TZVPD.

* total energy: -115701.25120 eV
* LUMO energy: -1.15 eV
* HOMO-LUMO gap: 6.59 eV
* 2S+1: 1

Atoms and positions in Å:
C  -1.5832  3.1163  -1.3244
C  -2.6616  2.3938  -0.4732
P  -2.7419  0.5512  -0.6186
C  -2.1924  0.0100  -2.3046
C  -0.6694  0.0333  -2.6419
B  -1.7685  -0.3513  0.7908
C  -2.6058  -1.3420  1.7085
C  -0.2307  -0.2085  1.1011
C  0.5373  0.9307  0.7862
C  1.8905  0.9434  1.0638
N  2.6260  -0.0131  1.6568
C  1.8530  -1.0590  1.9797
C  0.5030  -1.2304  1.7343
H  -0.7300  2.4973  -1.5902
H  -2.0206  3.5645  -2.2171
H  -1.2136  3.9536  -0.7314
H  -2.5918  2.6627  0.5781
H  -3.6313  2.7597  -0.8103
H  -2.6905  0.6263  -3.0546
H  -2.5430  -1.0107  -2.4566
H  -0.3473  -0.9712  -2.9046
H  -0.0220  0.3603  -1.8292
H  -0.4819  0.6998  -3.4841
H  -2.2556  -1.2489  2.7368
H  -2.4554  -2.3660  1.3445
H  -3.6634  -1.1055  1.6118
H  0.0761  1.7946  0.3265
H  2.4383  1.8365  0.7697
H  2.3658  -1.8717  2.4918
H  0.0231  -2.1516  2.0350
O  6.0733  0.7818  1.4491
H  6.5305  0.0480  1.8795
H  5.1354  0.6059  1.6071
O  -1.3644  -2.6217  -4.3450
H  -0.6341  -3.2547  -4.3806
H  -1.9277  -2.8808  -5.0874
O  -1.0038  -3.4855  -1.1444
H  -1.0031  -2.7763  -0.4953
H  -1.3425  -3.0746  -1.9522
O  4.5549  -1.4281  4.2880
H  4.4967  -0.7503  4.9777
H  4.1917  -0.9888  3.5077
O  4.5033  1.2623  -1.2985
H  5.1320  1.1444  -0.5743
H  3.9641  2.0069  -1.0112
O  4.1060  2.6614  -4.3466
H  5.0465  2.5188  -4.4901
H  3.9717  2.4154  -3.4257
O  -4.7496  3.1666  1.8294
H  -4.9085  4.0114  1.3877
H  -5.2590  2.5203  1.3172
O  -0.7669  -5.4766  -3.5725
H  -0.8454  -4.8017  -2.8902
H  -1.6877  -5.6433  -3.8095
O  -6.8361  3.3617  3.7467
H  -5.8947  3.1719  3.6143
H  -7.0089  3.1500  4.6686
O  -1.8365  -0.1799  -5.9062
H  -1.1849  0.4600  -6.2139
H  -1.3397  -0.7804  -5.3316
O  3.5845  1.2136  5.5456
H  3.5492  1.8689  6.2549
H  3.2253  1.6616  4.7735
O  5.0707  4.0781  -0.6697
H  5.1374  4.1332  -1.6292
H  5.9422  3.7793  -0.3883
O  -3.3436  -6.6084  -3.6123
H  -3.0340  -7.4572  -3.2791
H  -4.3005  -6.6296  -3.5154
O  -6.5316  1.3240  0.2483
H  -6.7144  2.1470  -0.2187
H  -7.0145  0.6558  -0.2558
O  2.8188  -2.3713  7.0355
H  2.2700  -2.7759  6.3570
H  3.5287  -1.9545  6.5390
O  -1.6581  -5.0686  -6.7025
H  -0.7594  -5.3631  -6.8799
H  -1.8590  -5.4727  -5.8533
O  7.4041  -0.8808  4.0268
H  7.8531  -1.6114  4.4646
H  6.4648  -1.0599  4.1871
O  -5.0778  5.8757  1.0014
H  -4.8375  6.6180  0.4306
H  -5.7829  6.2125  1.5643
O  -4.1034  -3.8396  -5.0391
H  -4.5082  -3.4705  -5.8306
H  -3.3744  -4.3697  -5.3770
O  -5.5990  1.5025  -3.0160
H  -5.5133  1.5013  -3.9748
H  -4.7498  1.1757  -2.6992
O  -6.1615  -1.0464  -1.3125
H  -5.3623  -0.4991  -1.3684
H  -5.8247  -1.9439  -1.2134
O  4.1043  2.0347  8.5484
H  4.5547  1.2938  8.9669
H  3.1676  1.8710  8.7219
O  -0.2895  4.4062  1.1923
H  -0.8458  5.1733  1.3897
H  0.6055  4.6987  1.3882
O  -2.3261  5.7343  2.9317
H  -2.4407  6.4333  3.5859
H  -3.2243  5.5136  2.6556
O  8.4965  -2.9836  2.1631
H  9.0716  -3.4341  2.7898
H  8.1986  -2.1827  2.6210
O  -7.3868  -2.3058  -3.7607
H  -6.8905  -1.9498  -3.0100
H  -8.3039  -2.1193  -3.5436
O  0.9428  1.3894  9.3312
H  0.8420  2.0654  10.0097
H  0.0409  1.1737  9.0823
O  4.8555  -1.2721  -2.7617
H  5.4248  -1.7128  -2.1240
H  4.5869  -0.4500  -2.3283
O  -3.3890  -5.3373  -9.6158
H  -2.8364  -5.2439  -8.8270
H  -4.2639  -5.0721  -9.3172
O  -4.8469  7.6398  -1.3604
H  -5.6735  7.3259  -1.7427
H  -4.4886  8.2182  -2.0386
O  -5.2539  6.5893  -4.0106
H  -4.5433  5.9410  -4.0014
H  -5.7877  6.3622  -4.7815
O  6.6754  -2.0674  6.6935
H  6.5495  -1.4199  7.4005
H  5.7857  -2.3294  6.4407
O  7.2722  -0.1884  9.1673
H  7.9106  0.4673  8.8691
H  7.7806  -0.7811  9.7302
O  -2.1568  6.6877  5.9833
H  -1.2200  6.4960  5.8818
H  -2.3399  6.4862  6.9062
O  -1.7285  -0.1807  -8.9299
H  -0.7849  -0.2998  -9.0718
H  -1.8713  -0.4063  -7.9983
O  5.0793  -2.8197  -5.3603
H  5.0293  -2.1725  -4.6436
H  4.7236  -2.3588  -6.1247
O  -2.2293  4.2565  7.6763
H  -1.5011  3.6247  7.6736
H  -2.7637  3.9960  6.9183
O  -4.0210  -2.0552  -9.3786
H  -3.2578  -1.4609  -9.4055
H  -3.6351  -2.9354  -9.3644
O  -7.7640  7.7190  -5.1380
H  -8.4692  8.1320  -5.6448
H  -7.3356  8.4459  -4.6756
O  -1.7003  -7.6638  -8.0290
H  -2.1173  -7.2656  -8.8019
H  -0.9722  -8.1795  -8.3892
O  0.2333  4.2675  9.4740
H  -0.4957  4.6771  8.9966
H  0.6666  5.0021  9.9195
O  3.9199  -4.5078  9.0991
H  3.7135  -3.6702  8.6665
H  3.4155  -5.1558  8.6007
O  9.2867  -5.5134  0.4205
H  9.8629  -6.0023  1.0172
H  9.0180  -4.7352  0.9244
O  7.4674  -6.7902  2.7549
H  6.6249  -7.0991  2.4109
H  7.7494  -6.1225  2.1194
O  4.8681  -5.7561  -4.5108
H  4.6812  -4.8941  -4.9091
H  4.3513  -6.3804  -5.0266

Löwdin population analysis, charges in e, atoms 1 to 2: atom 1 (C): -0.14, atom 2 (C): -0.40

---

# 2
This record from the OMol25 dataset describes a molecular structure, C20H26N5O3Pd at a distorted geometry. The level of theory is ωB97M-V/def2-TZVPD.

* total energy: -38228.26098 eV
* ΔE to the lowest compared entry with this formula, charge and spin: 134.4 kJ/mol
* net charge: +1
* LUMO energy: -4.74 eV
* HOMO-LUMO gap: 5.07 eV
* 2S+1: 1

Atoms and positions in Å:
Pd  -0.3296  0.4679  -0.0458
N  -2.3949  1.0827  -0.2368
C  -3.1995  -0.1463  -0.4542
C  -2.7597  -1.1804  0.5468
O  -3.5067  -1.8651  1.1719
N  -1.3239  -1.2072  0.6726
C  -0.8648  -1.8329  1.6839
C  -0.4283  -0.0465  3.3184
O  -0.5456  -0.5865  4.3420
O  -0.2179  0.8522  2.5992
H  -2.6480  1.7699  -0.9382
H  -2.6132  1.4791  0.6747
H  -4.2710  0.0187  -0.3645
H  -2.9722  -0.5091  -1.4586
H  -1.5314  -2.5333  2.1909
H  0.1957  -2.0957  1.6678
C  -0.0554  3.3660  0.2672
N  0.5022  2.3076  -0.6037
C  0.1535  2.5512  -2.0251
C  1.9610  2.2429  -0.4848
C  2.7608  3.3657  -0.6383
C  4.1368  3.2367  -0.6298
C  4.7068  1.9749  -0.5038
C  3.9115  0.8559  -0.3333
C  2.5145  0.9863  -0.2662
N  1.6389  -0.0643  -0.0848
C  2.0347  -1.3108  0.4121
C  2.9076  -1.4176  1.4978
C  3.1661  -2.6444  2.0917
C  2.5715  -3.7881  1.5838
C  1.7169  -3.7108  0.4956
C  1.4391  -2.4857  -0.1204
N  0.5870  -2.3768  -1.2357
C  -0.2995  -3.4972  -1.4944
C  1.1959  -1.8883  -2.4684
H  0.2609  4.3535  -0.0690
H  0.2762  3.1966  1.2880
H  -1.1442  3.3332  0.2342
H  0.5808  3.4971  -2.3626
H  -0.9296  2.5963  -2.1406
H  0.5499  1.7419  -2.6335
H  2.3201  4.3444  -0.7822
H  4.7603  4.1111  -0.7512
H  5.7817  1.8626  -0.5503
H  4.3557  -0.1268  -0.2691
H  3.3056  -0.5091  1.9316
H  3.8063  -2.7018  2.9617
H  2.7841  -4.7523  2.0260
H  1.2822  -4.6209  0.1047
H  0.2163  -4.3486  -1.9572
H  -1.0837  -3.1671  -2.1786
H  -0.7744  -3.8287  -0.5705
H  1.7441  -2.6906  -2.9784
H  1.8827  -1.0721  -2.2648
H  0.4123  -1.5284  -3.1384

natural (NBO) population analysis, charges in e, atoms 1 to 2: atom 1 (Pd): 0.87, atom 2 (N): -0.80

---

# 3
This record from the OMol25 dataset describes 2 unconnected molecules or ions with the total composition C5H9NO. The level of theory is ωB97M-V/def2-TZVPD.

* total energy: -8865.71490 eV
* ΔE to the lowest compared entry with this formula, charge and spin: 337.5 kJ/mol
* LUMO energy: 1.07 eV
* HOMO-LUMO gap: 10.40 eV
* 2S+1: 1

Atoms and positions in Å:
H  -0.0790  -1.3936  1.4998
N  -0.1957  -0.4569  1.8990
C  -1.1618  0.1271  1.3167
C  -2.0492  -0.4361  0.2424
H  -1.3863  1.1526  1.6319
H  -2.1492  0.2754  -0.5844
H  -3.0552  -0.6161  0.6407
H  -1.6467  -1.3761  -0.1489
C  0.6353  1.3317  -1.2734
C  1.2975  0.2996  -0.7894
C  2.3043  -0.3860  -0.0342
O  1.2634  -1.0522  -0.8282
H  0.9228  2.3376  -0.9934
H  -0.2005  1.1863  -1.9490
H  3.3059  -0.4910  -0.4468
H  2.1920  -0.4997  1.0422

natural (NBO) population analysis, charges in e, atoms 1 to 2: atom 1 (H): 0.33, atom 2 (N): -0.63

---

# 4
This record from the OMol25 dataset describes 2 unconnected molecules or ions with the total composition C3H7O3S2 at a distorted geometry. The level of theory is ωB97M-V/def2-TZVPD.

* total energy: -31036.28300 eV
* net charge: -2
* LUMO energy (alpha / beta): 4.68 / 5.53 eV
* HOMO-LUMO gap (alpha / beta): 2.13 / 7.92 eV
* <S²>: 0.7533
* 2S+1: 2

Atoms and positions in Å:
C  0.1829  0.5079  1.1082
C  -0.5140  1.8744  0.7538
O  -0.9584  2.5718  1.6789
O  -0.1803  2.3673  -0.3267
C  -0.5842  -0.6032  0.3362
S  0.1777  -2.2023  0.7855
S  -0.6990  -3.6607  -0.4999
H  1.3147  0.5218  0.9960
H  -0.0685  0.4985  2.1619
H  -1.6756  -0.6233  0.5475
H  -0.4948  -0.3039  -0.7852
H  -0.1800  -3.6841  -1.7517
H  0.5527  1.3143  -1.6063
H  1.8872  0.7074  -1.3446
O  1.2396  0.7143  -2.0533

natural (NBO) population analysis, charges in e, atoms 1 to 2: atom 1 (C): -0.54, atom 2 (C): 0.76

---

# 5
This record from the OMol25 dataset describes a molecular structure, C21H25BCo2NO6 at a distorted geometry. The level of theory is ωB97M-V/def2-TZVPD.

* total energy: -111881.58241 eV
* net charge: -1
* LUMO energy: 1.96 eV
* HOMO-LUMO gap: 3.40 eV
* 2S+1: 1

Atoms and positions in Å:
C  -2.0974  -0.4253  0.3593
C  -1.9863  -1.3057  -0.8625
C  -2.6078  -2.6666  -0.5111
N  -0.5179  -1.4810  -1.3750
C  -0.5101  -2.6412  -2.2840
C  -1.3201  -2.5928  -3.3978
C  -1.3091  -3.6515  -4.2987
C  -0.5253  -4.7748  -4.0619
C  0.2524  -4.8142  -2.9105
C  0.2760  -3.7409  -2.0206
C  -0.1274  -0.2371  -2.2460
C  1.2062  -0.5421  -2.9529
C  -0.0879  1.0892  -1.5098
B  0.4285  -1.5993  -0.2140
H  0.5154  0.0107  0.7764
H  -3.1707  -0.2528  0.5330
H  -1.6826  -0.9085  1.2550
H  -1.6471  0.5541  0.2311
H  -2.5099  -0.8619  -1.7264
H  -3.6004  -2.4588  -0.0726
H  -2.8053  -3.3010  -1.3903
H  -2.0029  -3.2296  0.2273
H  -1.9590  -1.7268  -3.5525
H  -1.9428  -3.5544  -5.1906
H  -0.5513  -5.5963  -4.8012
H  0.8521  -5.7183  -2.7332
H  0.9178  -3.8262  -1.1466
H  -0.9220  -0.1855  -3.0055
H  1.4775  0.3621  -3.5242
H  2.0274  -0.7900  -2.2578
H  1.1154  -1.3480  -3.7009
H  0.4974  1.7841  -2.1243
H  -1.0871  1.5206  -1.4404
H  0.3964  1.0723  -0.5254
H  0.1134  -2.3640  0.6499
H  1.5889  -1.7159  -0.4746
O  -2.3561  3.5272  4.9891
C  -1.3416  3.7148  4.4908
Co  0.2195  4.0107  3.8279
C  -0.1165  5.1325  2.4988
O  -0.3467  5.9476  1.7022
C  0.4322  5.1059  5.1971
O  0.5234  5.8396  6.0907
C  0.5974  2.0634  3.4389
C  1.0857  1.4148  2.3657
C  1.0389  0.0905  1.7526
Co  2.1265  2.8336  2.8141
C  2.0228  3.2844  1.1399
O  1.9157  3.6524  0.0270
C  3.9365  2.4048  3.0189
O  5.0655  2.3014  3.2469
C  2.4424  4.4667  3.6253
O  3.1899  5.2996  3.9204
H  0.1955  1.6040  4.3575
H  2.0456  -0.0890  1.3536
H  0.6289  -0.6876  2.4218

natural (NBO) population analysis, charges in e, atoms 1 to 2: atom 1 (C): -0.64, atom 2 (C): 0.00

---

# 6
This record from the OMol25 dataset describes a single C4H9OPS molecule at a distorted geometry. The level of theory is ωB97M-V/def2-TZVPD.

* total energy: -26464.61378 eV
* ΔE to the lowest compared entry with this formula, charge and spin: 177.5 kJ/mol
* LUMO energy: 0.60 eV
* HOMO-LUMO gap: 9.05 eV
* 2S+1: 1

Atoms and positions in Å:
C  0.8053  0.8580  1.2142
C  0.1568  -0.1313  0.3382
C  -0.3612  -1.4178  0.9998
C  -0.9169  0.4593  -0.6463
O  -0.2605  1.3365  -1.5397
P  0.6621  0.6895  -2.6833
S  1.5298  -0.6125  -1.2426
H  1.4324  0.5308  2.0098
H  0.0503  1.3386  1.7947
H  1.4553  1.5193  0.7555
H  -0.8387  -1.0994  1.8833
H  0.5319  -1.9125  1.1930
H  -1.0170  -1.9696  0.4106
H  -1.3032  -0.4425  -1.1346
H  -1.6962  1.0291  -0.0409
H  -0.2303  -0.1753  -3.3117

natural (NBO) population analysis, charges in e, atoms 1 to 2: atom 1 (C): -0.69, atom 2 (C): 0.10